Record 1
The following is a quantum chemistry calculation of 2 unconnected molecules or ions with the total composition C4H15N2O, from the OMol25 dataset.

## Properties
Energy relative to the best compared isomer or geometry (same formula, charge and spin) = 9.4 kcal/mol
Gap between HOMO and LUMO = 0.4061 Eh
Spin multiplicity = 1
Highest occupied orbital energy = -13.824 eV
Net charge = +1

Element x y z (Å)
C (-1.1206, -0.6663, 2.1662)
C (-0.2086, -0.1375, 1.0654)
C (-0.9944, 0.8897, 0.2467)
C (-0.3804, 1.3523, -1.0724)
N (-0.1860, 0.2228, -2.0409)
N (0.1706, -1.3569, 0.2388)
H (-1.8243, -1.3818, 1.7114)
H (-0.6707, -1.2107, 2.9973)
H (-1.7868, 0.0361, 2.6777)
H (0.6812, 0.3309, 1.4866)
H (-1.1785, 1.7391, 0.8932)
H (-2.0004, 0.5310, -0.0272)
H (-1.0066, 2.0925, -1.5696)
H (0.6294, 1.7514, -0.9581)
H (-1.0512, -0.0035, -2.5150)
H (0.5516, 0.4437, -2.7219)
H (1.0663, -1.6656, 0.5976)
H (-0.5700, -2.0445, 0.2440)
H (0.2568, -0.9962, -0.7958)
H (3.5642, 0.3704, -0.2839)
H (3.2394, -0.2964, -1.5893)
O (2.8189, -0.0002, -0.7506)



Record 2
The following is a quantum chemistry calculation of a molecular structure, C11H14BF4InN6S5Sb, from the OMol25 dataset.

## Properties
Energy relative to the best compared isomer or geometry (same formula, charge and spin) = 12.3 kcal/mol
Gap between HOMO and LUMO = 0.2283 Eh
Spin multiplicity = 1
Highest occupied orbital energy = -4.061 eV
Net charge = -1

Element x y z (Å)
In (-0.6537, -1.0498, 1.4518)
C (-2.0367, 1.4151, -2.7077)
C (-0.8499, 1.2678, -1.7974)
N (-0.9051, 1.4331, -0.5375)
N (-2.0687, 1.8265, 0.0218)
C (-2.1703, 1.9769, 1.3721)
N (-3.3299, 2.4292, 1.8383)
S (-0.9142, 1.6394, 2.4441)
C (0.4658, 0.8262, -2.3454)
C (0.5403, 0.1927, -3.5828)
C (1.7536, -0.3283, -3.9975)
C (2.8638, -0.1712, -3.1889)
C (2.7045, 0.5237, -1.9984)
N (1.5439, 1.0075, -1.5777)
H (-2.6794, 2.2347, -2.3824)
H (-2.6246, 0.4924, -2.6979)
H (-1.7305, 1.6238, -3.7299)
H (-2.9224, 1.8170, -0.5149)
H (-4.1328, 2.3547, 1.2304)
H (-3.5176, 2.1413, 2.8099)
H (-0.3457, 0.0538, -4.1861)
H (1.8278, -0.8694, -4.9328)
H (3.8212, -0.5916, -3.4665)
H (3.5515, 0.6963, -1.3399)
S (-4.1150, 0.5802, 4.6475)
Sb (-3.7446, -1.4627, 3.6699)
S (-2.6432, -1.4583, 0.0353)
S (-1.2898, -1.8440, 3.6688)
S (-4.1507, -0.7230, 1.2118)
N (1.9858, 0.5411, 2.2552)
C (3.1804, 0.4962, 2.8588)
C (3.5706, -0.8279, 2.8867)
C (2.5254, -1.5258, 2.2659)
N (1.5755, -0.6772, 1.8909)
H (1.3767, 1.3297, 2.0439)
H (3.6658, 1.3871, 3.2208)
H (4.4766, -1.2352, 3.3013)
H (2.4154, -2.5776, 2.0585)
F (1.8727, -3.4012, -0.9073)
B (0.6055, -3.0328, -0.4749)
F (0.5112, -3.1032, 0.9647)
F (-0.3997, -3.7824, -1.0544)
F (0.3905, -1.6246, -0.7281)



Record 3
The following is a quantum chemistry calculation of a molecular structure, C22H51CeN4OP2, from the OMol25 dataset.

## Properties
Gap between HOMO and LUMO (alpha / beta) = 0.2511 / 0.2515 Eh
Expectation value of S² = 0.76
Spin multiplicity = 2
Highest occupied orbital energy (alpha / beta) = -13.183 / -13.329 eV
Net charge = +2

Element x y z (Å)
Ce (-0.3490, 0.4909, -0.7536)
P (-0.4167, -1.5868, -1.9396)
P (-0.1086, 2.8232, -0.0719)
N (0.9933, 1.0779, -2.4617)
C (1.1925, -1.3454, -2.8528)
H (1.8293, -2.2036, -2.6143)
H (0.9496, -1.4040, -3.9224)
C (1.9430, -0.0487, -2.5549)
H (2.4894, -0.1036, -1.5983)
H (2.6625, 0.1953, -3.3471)
C (1.5165, 2.4708, -2.3693)
H (0.8518, 3.0938, -2.9622)
H (2.5036, 2.4691, -2.8135)
C (1.5494, 2.9664, -0.9091)
H (1.8441, 4.0169, -0.8809)
H (2.2841, 2.3889, -0.3227)
C (0.0349, 3.1562, 1.6616)
C (0.2187, 1.9570, 2.6138)
H (1.2380, 1.5450, 2.5905)
H (-0.4818, 1.1289, 2.3641)
H (0.0022, 2.2524, 3.6394)
C (-1.2173, 3.9718, -0.8990)
C (-2.6812, 3.7978, -0.4028)
H (-3.3649, 3.8594, -1.2480)
H (-2.9523, 4.5683, 0.3171)
H (-2.8138, 2.8068, 0.0737)
C (-1.6747, -1.8795, -3.1619)
C (-2.8936, -2.5498, -2.5032)
H (-3.7914, -2.4768, -3.1376)
H (-3.1141, -2.0903, -1.5396)
H (-2.6916, -3.6189, -2.3570)
C (-0.1269, -3.0049, -0.8528)
C (-1.2168, -3.2266, 0.2063)
H (-0.8445, -3.9135, 0.9801)
H (-2.1320, -3.6543, -0.2139)
H (-1.4960, -2.2850, 0.7098)
C (-2.0251, 0.1888, 0.2183)
C (-0.7146, 5.4151, -0.6904)
H (0.0936, 5.4720, 0.0302)
H (-0.3649, 5.8548, -1.6373)
H (-1.5377, 6.0518, -0.3313)
C (-1.0363, -2.7750, -4.2192)
H (-1.7151, -3.6084, -4.4682)
H (-0.8310, -2.2195, -5.1295)
H (-0.0970, -3.2170, -3.8747)
C (0.1124, -4.2344, -1.7130)
H (0.3345, -5.1032, -1.0651)
H (-0.7682, -4.5002, -2.3054)
H (0.9629, -4.1177, -2.3900)
C (-1.1706, 3.9899, 2.0737)
H (-2.1246, 3.4629, 1.9152)
H (-1.1235, 4.2333, 3.1419)
H (-1.1961, 4.9176, 1.5150)
H (0.9416, 3.7619, 1.7089)
H (0.7995, -2.7464, -0.3143)
H (-1.2004, 3.7232, -1.9595)
H (-2.0032, -0.9256, -3.6322)
O (-3.0623, 0.0167, 0.7836)
H (0.3043, 1.0276, -3.2242)
H (-1.6736, 1.1570, -1.8972)
C (3.7378, -1.0832, 1.9491)
N (2.4066, -1.1258, 2.6783)
C (2.6094, -1.0670, 4.1687)
C (1.2199, -1.1164, 2.1491)
N (1.0423, -0.3621, 0.9758)
N (0.2049, -1.7991, 2.7211)
C (0.4860, -3.0826, 3.4542)
C (-1.2346, -1.4226, 3.0432)
H (4.2869, -0.1561, 2.1707)
H (4.3573, -1.9455, 2.2474)
H (3.5678, -1.1667, 0.8688)
H (1.6284, -0.9896, 4.6438)
H (3.1268, -1.9686, 4.5287)
H (3.1805, -0.1791, 4.4576)
H (1.9077, 0.1435, 0.6854)
H (0.3428, -2.9664, 4.5373)
H (-0.1748, -3.8913, 3.1112)
H (1.5130, -3.3817, 3.2417)
H (-1.5370, -0.5000, 2.4870)
H (-1.9540, -2.2010, 2.7737)
H (-1.3577, -1.2090, 4.1054)



Record 4
The following is a quantum chemistry calculation of 7 unconnected molecules or ions with the total composition C26H42O21, from the OMol25 dataset.

## Properties
Energy relative to the best compared isomer or geometry (same formula, charge and spin) = 160.8 kcal/mol
Gap between HOMO and LUMO = 0.3813 Eh
SMILES = C[C@H]1COC(=O)O1.C[C@H]1COC(=O)O1.C[C@H]1COC(=O)O1.C[C@H]1COC(=O)O1.C[C@H]1COC(=O)O1.COC(=O)OC.COC(=O)OC
Spin multiplicity = 1
Highest occupied orbital energy = -10.239 eV
Net charge = 0

Element x y z (Å)
C (-2.0447, -2.9805, -3.4481)
C (-2.4017, -1.9545, -4.4831)
C (-3.5447, -0.9095, -4.2001)
O (-2.9087, 0.3035, -4.4781)
C (-1.5467, 0.1555, -4.7431)
O (-0.8237, 1.0935, -5.0931)
O (-1.2487, -1.1455, -4.6941)
H (-1.6667, -3.8455, -3.9071)
H (-3.0097, -3.1665, -2.9351)
H (-1.5527, -2.7525, -2.4541)
H (-2.6967, -2.3455, -5.4951)
H (-3.7387, -0.9865, -3.1171)
H (-4.4397, -0.9915, -4.8371)
C (1.3453, 2.9665, 4.7829)
C (1.4333, 2.3765, 6.1449)
C (0.6593, 2.9605, 7.2929)
O (-0.1267, 1.8645, 7.8349)
C (0.0163, 0.8425, 7.0839)
O (-0.6327, -0.2165, 7.2159)
O (0.7663, 1.1385, 6.0789)
H (0.2843, 3.2855, 4.7479)
H (1.6983, 2.2605, 4.0149)
H (2.0953, 3.8555, 4.8389)
H (2.4533, 2.1485, 6.4099)
H (0.1053, 3.8345, 6.9289)
H (1.4223, 3.3445, 7.9359)
C (2.2973, 0.0365, 1.5559)
C (3.7253, -0.4345, 1.6849)
C (4.4963, 0.3315, 2.8599)
O (4.2813, -0.5685, 3.9129)
C (4.0113, -1.7525, 3.4279)
O (3.9313, -2.7795, 4.0549)
O (3.7633, -1.7365, 2.1799)
H (1.7283, -0.2255, 2.4179)
H (1.8803, -0.3005, 0.5669)
H (2.0973, 1.1295, 1.5369)
H (4.4043, -0.3115, 0.7809)
H (4.1043, 1.3085, 3.0779)
H (5.5123, 0.5455, 2.6209)
C (2.4913, 3.0385, -3.6331)
C (1.0893, 3.3255, -3.0671)
C (0.8143, 2.7895, -1.6561)
O (0.2143, 3.9245, -1.0731)
C (0.2193, 5.0485, -1.7951)
O (-0.2307, 6.1775, -1.5741)
O (0.9393, 4.7575, -2.9241)
H (2.6183, 1.9515, -3.8601)
H (3.2303, 3.2085, -2.8731)
H (2.7683, 3.6025, -4.4071)
H (0.3063, 2.9825, -3.7541)
H (1.6883, 2.4315, -1.1111)
H (-0.0287, 2.1255, -1.6461)
C (1.4803, -3.0855, -1.4011)
C (2.3723, -2.3925, -2.3651)
C (1.6813, -1.5335, -3.3851)
O (2.3813, -0.2995, -3.1201)
C (3.1873, -0.3475, -2.0631)
O (3.7123, 0.6495, -1.6461)
O (3.1453, -1.4915, -1.5701)
H (2.2743, -3.5765, -0.7151)
H (0.8603, -3.8415, -1.9661)
H (1.0023, -2.3635, -0.7191)
H (2.9113, -3.1875, -2.9321)
H (0.6863, -1.4645, -3.0791)
H (1.8573, -1.7905, -4.3961)
C (-1.2597, 3.6455, 1.6889)
O (-1.9897, 2.8125, 0.7859)
C (-1.4777, 1.6555, 0.4749)
O (-0.3137, 1.0985, 1.0459)
O (-2.0577, 1.0045, -0.4561)
C (-1.6787, -0.3345, -0.8121)
H (-0.2027, 3.7045, 1.4839)
H (-1.3467, 3.4025, 2.7219)
H (-1.5897, 4.6265, 1.5199)
H (-1.2907, -0.9585, -0.0561)
H (-0.9927, -0.3015, -1.6641)
H (-2.6077, -0.7855, -1.1161)
C (-3.2057, -3.1245, 1.8559)
O (-3.6557, -4.1745, 0.9359)
C (-4.1577, -3.9395, -0.2091)
O (-4.4247, -2.5945, -0.7161)
O (-4.5787, -4.9635, -1.0071)
C (-5.6657, -4.7855, -1.8821)
H (-3.7627, -3.0995, 2.7629)
H (-3.2997, -2.1045, 1.4399)
H (-2.1637, -3.5095, 1.9819)
H (-6.5477, -4.5575, -1.3001)
H (-5.9897, -5.7145, -2.2181)
H (-5.5387, -4.0215, -2.6271)



Record 5
The following is a quantum chemistry calculation of C5H10O2 in the gas phase, from the OMol25 dataset.

## Properties
Energy relative to the best compared isomer or geometry (same formula, charge and spin) = 73.5 kcal/mol
Gap between HOMO and LUMO = 0.3913 Eh
SMILES = CO[C@H]1CO[C@H]1C
Spin multiplicity = 1
Highest occupied orbital energy = -9.605 eV
Net charge = 0

Element x y z (Å)
C (1.0170, -0.0742, -2.1613)
O (0.7174, -0.3477, -0.7948)
C (-0.1369, 0.6420, -0.1257)
C (-1.5357, 0.0918, -0.3657)
O (-1.7136, -0.2773, 1.0100)
C (-0.4447, 0.3121, 1.3600)
C (0.5029, -0.6074, 2.0875)
H (0.3174, 0.6314, -2.6329)
H (2.0263, 0.3419, -2.2338)
H (0.9965, -0.9886, -2.7738)
H (0.2101, 1.6511, -0.3693)
H (-1.1651, -0.7565, -0.9713)
H (-2.3802, 0.6465, -0.7922)
H (-0.6408, 1.2189, 1.9569)
H (1.3889, -0.0412, 2.3960)
H (0.0294, -1.0229, 2.9830)
H (0.8112, -1.4199, 1.4272)



Record 6
The following is a quantum chemistry calculation of 2 unconnected molecules or ions with the total composition C4H11NO3, from the OMol25 dataset.

## Properties
Energy relative to the best compared isomer or geometry (same formula, charge and spin) = 41.1 kcal/mol
Gap between HOMO and LUMO = 0.3719 Eh
SMILES = CNCCOC=O.O
Spin multiplicity = 1
Highest occupied orbital energy = -9.353 eV
Net charge = 0

Element x y z (Å)
C (0.0000, 0.0000, 0.0000)
N (1.3569, -0.1980, 0.5368)
C (2.2983, -0.6053, -0.4850)
C (3.6081, -1.0521, 0.1378)
O (4.2081, 0.0409, 0.8144)
C (4.2029, 0.0860, 2.1193)
O (3.8725, -0.7853, 2.9117)
H (0.0163, 0.6449, -0.8947)
H (-0.5712, 0.5122, 0.7925)
H (-0.5165, -0.9409, -0.2539)
H (1.6205, 0.7181, 0.9216)
H (2.4820, 0.2052, -1.2163)
H (1.8312, -1.4492, -1.0282)
H (4.3615, -1.3835, -0.6024)
H (3.4789, -1.8679, 0.8749)
H (4.7110, 1.0177, 2.4376)
O (0.2632, -3.7966, 0.9097)
H (0.0841, -2.8789, 0.6028)
H (-0.5580, -4.0653, 1.3806)



Record 7
The following is a quantum chemistry calculation of 8 unconnected molecules or ions with the total composition C4H22O10, from the OMol25 dataset.

## Properties
Energy relative to the best compared isomer or geometry (same formula, charge and spin) = 64.9 kcal/mol
Gap between HOMO and LUMO = 0.3971 Eh
SMILES = O=C(O)CCCO.O.O.O.O.O.O.O
Spin multiplicity = 1
Highest occupied orbital energy = -10.795 eV
Net charge = 0

Element x y z (Å)
O (-2.2986, 0.0793, 0.9486)
C (-1.3788, -0.7020, 0.8755)
O (-1.3274, -1.6426, 1.8496)
C (-0.1303, -1.1025, 0.0079)
C (0.6641, 0.1108, -0.5314)
C (2.1384, -0.3333, -0.4714)
O (2.5775, -1.3400, -1.3654)
H (-1.9314, -1.6686, 2.5967)
H (0.5346, -1.8107, 0.5818)
H (-0.6522, -1.7444, -0.7922)
H (0.4998, 0.8664, 0.2690)
H (0.4644, 0.4765, -1.5346)
H (2.4863, -0.5745, 0.5543)
H (2.7440, 0.6078, -0.8946)
H (1.8548, -1.9628, -1.5362)
O (4.3108, -2.0231, 1.7956)
H (3.7085, -2.7080, 2.0917)
H (4.1265, -1.8601, 0.8630)
O (1.8205, 3.1363, -1.6529)
H (2.6076, 2.7076, -2.0072)
H (1.6899, 3.8124, -2.3451)
O (-1.4157, -3.5257, -0.5788)
H (-2.3124, -3.2013, -0.4989)
H (-0.8709, -3.3373, 0.1814)
O (-0.6047, 4.0526, 0.1692)
H (-0.1589, 3.2650, 0.4864)
H (-1.4633, 3.9125, -0.2239)
O (-2.1839, 1.7794, -1.1960)
H (-2.8255, 2.4755, -1.0164)
H (-2.5695, 1.0959, -0.6050)
O (-3.6361, -0.9961, -2.6780)
H (-4.5081, -0.8959, -2.2770)
H (-3.2348, -0.1289, -2.6600)
O (0.3108, 1.3573, 3.9099)
H (0.3119, 0.7273, 4.6245)
H (0.6521, 1.0948, 3.0599)



Record 8
The following is a quantum chemistry calculation of C3H3N3O2 in the gas phase, from the OMol25 dataset.

## Properties
Energy relative to the best compared isomer or geometry (same formula, charge and spin) = 195.1 kcal/mol
Gap between HOMO and LUMO = 0.3639 Eh
SMILES = c1nnconco1
Spin multiplicity = 1
Highest occupied orbital energy = -10.115 eV
Net charge = 0

Element x y z (Å)
C (0.5443, -1.1946, -0.3497)
N (1.6265, -0.6580, -0.5788)
N (1.8729, 0.4549, 0.3349)
C (0.8511, 1.2414, 0.3020)
O (-0.1957, 1.1985, -0.5244)
N (-1.6652, 0.7210, -0.3836)
C (-1.5688, -0.4229, 0.1606)
O (-0.2499, -0.7522, 0.8556)
H (0.1012, -2.0439, -1.1981)
H (1.2264, 2.2077, 0.8638)
H (-2.5427, -0.7518, 0.5178)